{"formula": "C5H4", "method": "wB97M-V/def2-TZVPD", "e_tot_ev": -5245.666, "e_above_lowest_kcal_mol": 12.2, "orbital_gap_ev": 10.464, "homo_energy_ev": -9.495, "lumo_ev": 0.97, "smiles": "C#CC#CC", "species": ["C", "C", "C", "C", "C", "H", "H", "H", "H"], "xyz": [[-0.29504, -1.91739, 0.67714], [-0.33272, -0.51905, 0.30634], [-0.09499, 0.61640, 0.04687], [0.28238, 1.90179, -0.50157], [0.58241, 2.92254, -0.98538], [-1.36550, -2.33832, 0.47604], [0.38002, -2.45799, -0.04080], [-0.01057, -2.01234, 1.69632], [0.85402, 3.80436, -1.67497]]}